(i)
Density functional theory data (ωB97M-V with the def2-TZVPD basis set) for a structure of composition CHF3N2O.

Cartesian coordinates (Å):
C -0.159 0.105 1.208
N 0.680 -0.720 1.482
N -0.293 -0.079 -1.458
O -1.024 0.814 1.361
F 1.323 -1.728 0.842
F 0.719 0.862 -1.694
F -1.505 0.788 -1.433
H 0.260 -0.042 -0.309

The value obtained for the HOMO-LUMO gap is 10.42 eV. The HOMO energy is -11.51 eV. For the LUMO energy, the calculation gives -1.09 eV.


(ii)
Density functional theory data (ωB97M-V with the def2-TZVPD basis set) for a structure of composition CHF3N2O.

Cartesian coordinates (Å):
C -1.265 0.443 0.116
N 0.007 -0.113 0.383
N 1.133 0.246 0.168
O -1.466 1.593 -0.165
F -0.280 -1.632 -0.376
F 1.651 0.293 -1.181
F 2.099 -0.370 0.865
H -1.879 -0.459 0.190

The value obtained for the HOMO-LUMO gap is 10.52 eV. The HOMO energy is -12.12 eV. For the LUMO energy, the calculation gives -1.60 eV.


Most stable of them? (ii).


(i)
Density functional theory data (ωB97M-V with the def2-TZVPD basis set) for the ion C2H6NO with charge +1.

Cartesian coordinates (Å):
O -1.628 0.160 0.267
C -0.507 0.114 -0.498
C 0.681 0.753 0.134
N 0.603 -0.701 0.191
H -2.147 -0.632 0.132
H -0.611 0.098 -1.539
H 1.432 1.085 -0.621
H 0.418 1.274 1.064
H 1.422 -1.198 -0.222
H 0.337 -0.953 1.093

The value obtained for the HOMO-LUMO gap is 13.61 eV. Its structure (SMILES) is O[C@H]1C[NH2+]1. Its total charge is +1. The HOMO energy is -17.27 eV. For the LUMO energy, the calculation gives -3.66 eV.


(ii)
Density functional theory data (ωB97M-V with the def2-TZVPD basis set) for the ion C2H6NO with charge +1.

Cartesian coordinates (Å):
N -0.641 -0.905 0.121
C 0.671 -0.167 0.190
C 0.311 1.261 -0.285
O -0.827 1.586 -0.434
H -0.474 -1.885 -0.078
H -1.245 -0.856 0.950
H -1.230 -0.382 -0.556
H 1.311 -0.537 -0.599
H 1.009 -0.089 1.217
H 1.114 1.973 -0.524

The value obtained for the HOMO-LUMO gap is 11.63 eV. Its structure (SMILES) is [NH3+]CC=O. Its total charge is +1. The HOMO energy is -15.63 eV. For the LUMO energy, the calculation gives -4.00 eV.


Most stable of them? (ii).


(i)
Density functional theory data (ωB97M-V with the def2-TZVPD basis set) for a structure of composition C21H30F5NOP2STi.

Cartesian coordinates (Å):
Ti 0.079 0.066 -0.859
P 2.304 -0.451 -2.055
P -2.212 0.414 0.216
N -0.494 0.746 -2.409
H 0.602 -2.155 1.222
C 2.945 -2.156 -1.992
H 3.924 -2.195 -2.490
H 2.235 -2.816 -2.506
H 3.040 -2.492 -0.953
C 3.642 0.537 -1.297
H 4.569 0.413 -1.874
H 3.808 0.229 -0.256
H 3.343 1.593 -1.302
C 2.414 0.007 -3.815
H 3.448 -0.093 -4.171
H 2.073 1.043 -3.936
H 1.748 -0.640 -4.399
C -3.192 -1.000 0.817
H -4.218 -0.681 1.050
H -2.730 -1.421 1.716
H -3.213 -1.788 0.056
C -2.034 1.425 1.669
H -2.997 1.888 1.909
H -1.271 2.188 1.489
H -1.646 0.784 2.786
C -3.394 1.280 -0.887
H -4.289 1.591 -0.326
H -3.685 0.620 -1.716
H -2.904 2.160 -1.323
C -1.045 0.810 -3.625
C -2.006 -0.303 -5.583
C -1.468 -0.378 -4.304
C -1.218 2.063 -4.284
C -1.759 2.125 -5.559
C -2.155 0.944 -6.215
H -2.312 -1.225 -6.085
H -1.348 -1.329 -3.778
H -0.894 2.944 -3.728
H -1.872 3.099 -6.043
H -2.582 1.007 -7.218
C 1.821 -0.362 1.870
O 1.273 0.098 0.814
C 2.493 -1.666 2.078
H 3.495 -1.499 2.517
H 2.599 -2.285 1.177
H 1.921 -2.233 2.838
C 2.074 0.612 2.974
H 1.834 0.164 3.941
H 1.503 1.537 2.844
H 3.147 0.858 3.021
F 0.633 -0.958 7.368
C 0.025 -0.531 6.246
C -0.283 0.816 6.072
F 0.026 1.708 7.032
C -0.891 1.242 4.881
F -1.111 2.579 4.733
C -1.212 0.375 3.859
S -0.056 -2.273 -0.034
C -0.955 -0.958 4.090
F -1.298 -1.912 3.168
C -0.304 -1.430 5.235
F 0.034 -2.732 5.337

The value obtained for the HOMO-LUMO gap (spin up / spin down) is 5.15 / 5.15 eV. The HOMO energy (spin up / spin down) is -6.36 / -6.36 eV. For the LUMO energy (spin up / spin down), the calculation gives -1.22 / -1.22 eV.


(ii)
Density functional theory data (ωB97M-V with the def2-TZVPD basis set) for a structure of composition C21H30F5NOP2STi.

Cartesian coordinates (Å):
Ti 0.207 -0.025 -0.945
P 2.351 -0.524 -2.156
P -2.086 0.324 0.231
N -0.439 0.759 -2.395
H 0.430 -1.652 2.485
C 2.951 -2.244 -2.119
H 3.925 -2.316 -2.624
H 2.216 -2.879 -2.637
H 3.050 -2.619 -1.093
C 3.790 0.427 -1.540
H 4.653 0.268 -2.207
H 4.057 0.136 -0.513
H 3.534 1.497 -1.532
C 2.383 -0.112 -3.929
H 3.406 -0.209 -4.326
H 2.029 0.919 -4.065
H 1.703 -0.780 -4.475
C -3.165 -1.074 0.728
H -4.186 -0.694 0.866
H -2.782 -1.521 1.656
H -3.137 -1.814 -0.076
C -2.008 1.298 1.738
H -2.969 1.819 1.870
H -1.183 2.020 1.674
H -1.799 0.612 2.871
C -3.197 1.271 -0.887
H -4.060 1.632 -0.313
H -3.530 0.614 -1.697
H -2.653 2.112 -1.327
C -1.007 0.837 -3.616
C -1.985 -0.237 -5.573
C -1.428 -0.347 -4.308
C -1.173 2.105 -4.232
C -1.727 2.195 -5.496
C -2.127 1.029 -6.171
H -2.310 -1.151 -6.076
H -1.293 -1.307 -3.815
H -0.836 2.975 -3.670
H -1.852 3.177 -5.954
H -2.564 1.115 -7.171
C 1.702 -0.234 1.767
O 1.243 0.454 0.747
C 2.741 -1.320 1.528
H 3.749 -0.890 1.723
H 2.728 -1.675 0.487
H 2.580 -2.196 2.193
C 1.847 0.419 3.101
H 1.648 -0.275 3.928
H 1.210 1.307 3.202
H 2.891 0.756 3.272
F 0.602 -0.806 7.484
C -0.089 -0.471 6.374
C -0.417 0.862 6.120
F -0.081 1.823 7.007
C -1.057 1.202 4.919
F -1.266 2.528 4.678
C -1.418 0.259 3.986
S -0.091 -2.055 1.194
C -1.240 -1.059 4.344
F -1.826 -2.075 3.635
C -0.490 -1.445 5.463
F -0.157 -2.741 5.662

The value obtained for the HOMO-LUMO gap (spin up / spin down) is 4.75 / 4.75 eV. The HOMO energy (spin up / spin down) is -6.13 / -6.13 eV. For the LUMO energy (spin up / spin down), the calculation gives -1.38 / -1.38 eV.


Most stable of them? (i).